Record 1
This record from the OMol25 dataset describes one molecule with the formula C4H5N3S at a distorted geometry. The level of theory is ωB97M-V/def2-TZVPD.

Each line ends with the natural charge from an NBO analysis.
Positions of all 13 atoms, in Å:
C (2.142234, -0.083390, -0.174354)  -0.40
N (0.813425, -0.138663, -0.199183)  -0.06
N (0.132609, 1.065383, -0.025431)  -0.20
C (-1.139212, 1.199873, 0.220218)  -0.04
C (-2.109675, 0.118257, -0.002308)  -0.22
S (-3.696338, -0.119478, -0.199007)  0.05
C (-1.111309, -1.127639, 0.283312)  -0.01
N (0.131715, -1.283766, -0.054135)  -0.20
H (2.645872, -1.019701, -0.327926)  0.24
H (2.485577, 0.598612, -0.985257)  0.22
H (2.656237, 0.536532, 0.799556)  0.20
H (-1.380812, 2.356963, 0.169244)  0.22
H (-1.570327, -2.102982, 0.495268)  0.21

Atomic forces in eV per Å
6.57 3.52 0.97
-7.61 1.86 0.45
2.23 -1.17 0.24
-0.76 2.26 -2.32
3.56 -2.41 2.17
0.43 0.58 -0.08
-2.32 -0.52 -1.79
0.19 0.94 1.52
-0.22 -0.49 0.21
-0.08 -0.52 0.29
-1.68 -2.09 -2.12
-0.04 -2.53 0.58
-0.27 0.56 -0.11

The LUMO energy comes out at -0.92 eV. As for the energy above the lowest of the compared OMol25 structures with the same formula, charge and spin: 4.519 eV. For the HOMO-LUMO gap, the calculation gives 7.802 eV. Its SMILES is Cn1ncc(=S)cn1.

Record 2
This record from the OMol25 dataset describes one molecule with the formula C4H5N3S at a distorted geometry. The level of theory is ωB97M-V/def2-TZVPD.

Each line ends with the natural charge from an NBO analysis.
Positions of all 13 atoms, in Å:
N (-0.027718, -1.611460, 1.152513)  -0.81
C (0.543451, -0.717667, 0.281975)  0.13
C (1.841048, -0.386410, 0.061987)  -0.18
N (1.897053, 0.708591, -0.847667)  -0.14
N (0.752061, 1.107231, -1.160643)  -0.22
C (-0.207070, 0.279723, -0.562654)  -0.03
C (-1.549480, 0.598654, -0.463744)  -0.26
S (-2.408138, 1.952980, -1.132944)  0.12
H (-0.734237, -1.140384, 1.889950)  0.37
H (0.498998, -2.123922, 1.816908)  0.39
H (2.819909, -0.704711, 0.723322)  0.22
H (-2.125283, -0.314158, 0.010900)  0.25
H (-1.300594, 2.351532, -1.769903)  0.17

Atomic forces in eV per Å
-3.89 1.21 2.68
0.42 1.34 -0.43
1.85 -0.46 1.68
1.18 -0.35 0.53
-0.71 0.09 -0.52
-1.20 0.15 1.39
0.68 -3.15 0.40
0.48 -0.79 0.24
1.65 -1.01 -2.76
1.54 -0.52 -0.17
-2.73 0.75 -2.23
0.64 2.38 -0.71
0.08 0.36 -0.11

The LUMO energy comes out at -0.72 eV. As for the energy above the lowest of the compared OMol25 structures with the same formula, charge and spin: 3.327 eV. For the HOMO-LUMO gap, the calculation gives 8.018 eV. Its SMILES is NC1=CN=N/C1=C\S.

Record 3
This record from the OMol25 dataset describes one molecule with the formula C4H5N3S at a distorted geometry. The level of theory is ωB97M-V/def2-TZVPD.

Each line ends with the natural charge from an NBO analysis.
Positions of all 13 atoms, in Å:
C (-0.927834, 0.545948, -0.034174)  0.23
C (-1.072613, -0.958842, 0.062842)  -0.06
C (1.395196, -0.081101, 0.011031)  0.18
C (0.481286, 0.887650, 0.497367)  -0.54
N (-1.789228, 1.241471, -0.642587)  -0.64
N (-2.086799, -1.643509, 0.110075)  -0.40
N (2.583042, 0.080928, -0.352996)  -0.63
S (0.648733, -1.673932, -0.219101)  0.26
H (0.701457, 1.944336, 0.318401)  0.25
H (0.400993, 0.638947, 1.491325)  0.25
H (-1.560087, 2.245406, -0.781676)  0.35
H (-1.957691, -2.617724, 0.396046)  0.37
H (3.183543, -0.609582, -0.856551)  0.37

Atomic forces in eV per Å
1.27 -2.11 -0.16
5.79 5.59 0.09
2.08 -2.12 -2.60
-2.21 2.09 -1.27
-0.61 1.15 -0.02
-3.72 -4.96 -1.14
1.37 0.95 -0.24
-1.78 -0.07 0.25
0.43 -0.39 0.11
-0.16 0.21 2.88
0.01 -0.95 0.40
-1.09 0.39 0.76
-1.38 0.21 0.91

The LUMO energy (alpha / beta) comes out at 0.47 / -3.35 eV. As for the energy above the lowest of the compared OMol25 structures with the same formula, charge and spin: 0.653 eV. For the HOMO-LUMO gap (alpha / beta), the calculation gives 6.466 / 6.310 eV. Its spin multiplicity is 3.

Record 4
This record from the OMol25 dataset describes a 2-piece molecular cluster, C4H5N4 overall at a distorted geometry. The level of theory is ωB97M-V/def2-TZVPD.

Each line ends with the natural charge from an NBO analysis.
Positions of all 13 atoms, in Å:
C (2.359177, -0.292366, 0.073641)  0.13
C (-2.146634, 0.299279, 0.136004)  -0.03
C (-1.243804, -0.732084, 0.548632)  0.02
C (1.198966, -0.970374, 0.448945)  0.02
N (3.343599, 0.112744, -0.419173)  -0.10
N (-1.431544, 1.272065, -0.440449)  -0.08
N (-0.194590, 0.970926, -0.300465)  -0.14
N (0.019944, -0.329297, 0.234298)  -0.13
H (-3.125004, 0.463310, 0.377755)  0.26
H (-1.434772, -1.731311, 0.850946)  0.27
H (1.201173, -1.882352, 0.897180)  0.26
H (0.831277, 1.146428, -1.752411)  0.07
H (0.622214, 1.673035, -0.654899)  0.45

Atomic forces in eV per Å
1.64 -0.19 -1.12
3.91 -1.35 0.10
-0.70 1.37 -1.17
0.85 3.25 -1.25
-1.48 -0.26 0.96
-0.05 -0.06 1.11
2.14 0.35 0.40
-2.90 1.65 -0.09
-2.51 -0.11 0.09
-0.10 -0.50 0.53
-0.15 -2.43 1.21
0.90 0.10 -1.63
-1.54 -1.83 0.87

The LUMO energy (alpha / beta) comes out at -6.09 / -7.18 eV. As for the energy above the lowest of the compared OMol25 structures with the same formula, charge and spin: 6.753 eV. For the HOMO-LUMO gap (alpha / beta), the calculation gives 8.125 / 7.349 eV. The total charge is +1.